No. 1
# C27H33AuIN8

A structure of composition C27H33AuIN8 in a non-equilibrium geometry (ωB97M-V/def2-TZVPD, the Open Molecules 2025 dataset).

Each line ends with the natural charge from an NBO analysis.
Atoms and positions in Å:
Au -0.0022 0.0572 -0.1336  1.486
C -1.0321 1.7696 -2.6378  -0.288
N 0.0798 1.9595 -1.7010  -0.604
C 1.4085 2.0597 -2.3236  -0.271
C 2.1164 0.7453 -2.3104  0.380
N 1.9513 -0.1212 -1.3472  -0.592
C 2.8800 -1.1417 -1.5597  0.057
C 3.1944 -2.2701 -0.8078  -0.211
C 4.2177 -3.0730 -1.2627  -0.177
C 4.9255 -2.7645 -2.4358  -0.165
C 4.6397 -1.6392 -3.1779  -0.227
C 3.6041 -0.8363 -2.7162  0.170
N 3.0816 0.3745 -3.1652  -0.504
C -1.5012 0.3611 -2.6359  0.421
N -1.1001 -0.5839 -1.7904  -0.541
C -1.8628 -1.7369 -2.0709  0.150
C -1.8729 -3.0276 -1.5462  -0.254
C -2.8091 -3.9119 -2.0385  -0.161
C -3.7200 -3.5482 -3.0406  -0.162
C -3.6867 -2.2932 -3.6063  -0.203
C -2.7415 -1.4082 -3.1048  0.101
N -2.4659 -0.0849 -3.4359  -0.473
H -0.7509 2.0669 -3.6512  0.250
H -1.8707 2.4061 -2.3463  0.262
H -0.0866 2.7918 -1.1485  0.418
H 2.0131 2.7526 -1.7353  0.251
H 1.3552 2.4631 -3.3367  0.240
H 2.6744 -2.4818 0.1174  0.201
H 4.4922 -3.9566 -0.7030  0.244
H 5.7238 -3.4186 -2.7573  0.252
H 5.2130 -1.3923 -4.0614  0.251
H 3.4099 0.8966 -3.9640  0.448
H -1.1660 -3.3420 -0.7984  0.217
H -2.8407 -4.9192 -1.6455  0.245
H -4.4533 -4.2652 -3.3823  0.257
H -4.3654 -2.0085 -4.3993  0.256
H -2.9246 0.4402 -4.1670  0.456
I 0.3725 -5.4520 2.1058  0.335
C -0.7488 -3.7138 1.8661  -0.193
C -2.0345 -3.5890 2.3853  -0.131
C -2.7274 -2.4004 2.1932  -0.196
C -2.1230 -1.3671 1.5076  0.020
N -0.8812 -1.5030 1.0189  -0.458
C -0.2011 -2.6443 1.1784  -0.003
H -2.4807 -4.4019 2.9435  0.273
H -3.7273 -2.2674 2.5829  0.272
H -2.6270 -0.4247 1.3425  0.236
H 0.7927 -2.6998 0.7583  0.242
C -0.3083 4.9808 3.0586  -0.618
C 0.7305 4.0093 3.6123  -0.219
N 0.4278 2.5999 3.2801  -0.335
C -0.3435 1.8265 4.2673  -0.230
C -1.8593 1.9399 4.0906  -0.628
C 0.7239 2.0949 2.1018  0.546
C 1.6755 2.8153 1.1966  -0.683
N 0.2297 0.9286 1.6929  -0.829
H -0.0015 5.9994 3.2909  0.259
H -1.2822 4.8140 3.5158  0.225
H -0.4175 4.8930 1.9762  0.192
H 0.7492 4.0937 4.6962  0.239
H 1.7192 4.2710 3.2442  0.221
H -0.0659 2.1920 5.2527  0.250
H -0.0244 0.7833 4.2192  0.201
H -2.2264 2.9007 4.4438  0.242
H -2.3528 1.1650 4.6765  0.244
H -2.1513 1.8266 3.0438  0.191
H 2.5841 3.0733 1.7380  0.280
H 1.2483 3.7421 0.8102  0.249
H 1.9468 2.1574 0.3740  0.224
H -0.3435 0.4374 2.3627  0.401

Output
Net charge   +3
LUMO energy   -11.14 eV
Spin multiplicity   1
Gap between HOMO and LUMO   0.190 hartree

No. 2
# C27H33CuFN2O2S2

A structure of composition C27H33CuFN2O2S2 (ωB97M-V/def2-TZVPD, the Open Molecules 2025 dataset).

Each line ends with the natural charge from an NBO analysis.
Atoms and positions in Å:
Cu -0.4659 -0.4166 1.1113  0.835
O -0.5030 0.6173 3.5809  -0.634
N -1.2140 -0.2129 4.2816  0.036
C -0.9049 -0.3678 5.5923  -0.001
C -1.5993 -1.2056 6.4230  -0.295
C -2.6638 -1.9376 5.8927  -0.220
C -2.9666 -1.7920 4.5617  -0.240
C -2.2525 -0.9251 3.7070  0.006
S -2.6349 -0.7353 2.0589  -0.384
H -0.0669 0.2390 5.8989  0.215
H -1.3058 -1.2816 7.4607  0.209
H -3.2372 -2.6134 6.5143  0.204
H -3.7742 -2.3478 4.1072  0.223
C 2.6399 1.8865 -2.2570  -0.596
C 1.1560 1.5254 -2.3857  -0.251
C 0.5115 2.4079 -3.4597  -0.602
C 0.9498 0.0453 -2.6690  -0.033
C 1.6585 -0.5334 -3.7164  -0.236
C 1.5520 -1.8836 -3.9969  -0.237
C 0.7159 -2.6603 -3.2107  -0.246
C -0.0358 -2.1244 -2.1679  0.050
C -0.9407 -3.0912 -1.4167  -0.244
C -2.4016 -2.6484 -1.3290  -0.603
C -0.3769 -3.4749 -0.0469  -0.588
C 0.0624 -0.7414 -1.8864  0.152
N -0.6667 -0.1297 -0.8597  -0.852
C -1.6174 0.7697 -1.2416  0.115
C -2.3525 0.6860 -2.4450  -0.292
C -3.3526 1.5934 -2.7679  -0.220
C -3.6738 2.6391 -1.9162  -0.288
C -2.9502 2.7740 -0.7316  -0.283
C -1.9583 1.8735 -0.4335  0.395
F -1.2160 2.0962 0.6859  -0.353
H 2.7513 2.9403 -1.9857  0.197
H 3.1728 1.7334 -3.1989  0.194
H 3.1359 1.2766 -1.4990  0.197
H 0.6722 1.7390 -1.4320  0.231
H 0.9661 2.2154 -4.4367  0.188
H 0.6528 3.4665 -3.2237  0.194
H -0.5585 2.2166 -3.5348  0.233
H 2.3160 0.0854 -4.3190  0.193
H 2.1104 -2.3256 -4.8133  0.194
H 0.6214 -3.7212 -3.4215  0.193
H -0.9282 -4.0072 -2.0184  0.181
H -2.5062 -1.7240 -0.7656  0.241
H -2.9904 -3.4176 -0.8220  0.198
H -2.8217 -2.4981 -2.3265  0.195
H -0.3524 -2.6248 0.6347  0.210
H 0.6411 -3.8596 -0.1377  0.199
H -1.0015 -4.2429 0.4177  0.196
H -2.1215 -0.1248 -3.1254  0.214
H -3.8923 1.4701 -3.7005  0.197
H -4.4628 3.3386 -2.1593  0.198
H -3.1361 3.5837 -0.0370  0.211
O 1.6264 -0.9729 1.5995  -1.008
S 2.0772 0.1709 0.7390  1.242
C 3.8977 0.2257 0.9967  -0.616
C 4.2491 1.6118 1.5256  -0.410
C 3.1070 1.9776 2.4708  -0.410
C 1.8315 1.7057 1.6851  -0.626
H 4.4082 -0.0653 0.0799  0.228
H 4.0494 -0.5408 1.7597  0.238
H 4.2913 2.3321 0.7030  0.201
H 5.2243 1.6143 2.0170  0.210
H 3.1554 3.0154 2.8039  0.212
H 3.1329 1.3398 3.3575  0.212
H 1.6339 2.4841 0.9432  0.225
H 0.9329 1.5515 2.2850  0.305

Output
Net charge   -1
LUMO energy   2.51 eV
Spin multiplicity   1
Gap between HOMO and LUMO   0.226 hartree

No. 3
# C27H33Ge2N5O3PtS

A structure of composition C27H33Ge2N5O3PtS in a non-equilibrium geometry (ωB97M-V/def2-TZVPD, the Open Molecules 2025 dataset).

Each line ends with the Löwdin charge.
Atoms and positions in Å:
Pt 1.0445 -1.2965 -0.3742  1.045
N 3.6462 -4.4650 -1.6796  0.118
C 3.1456 -3.2580 -1.4174  -0.806
S 1.7058 -2.7646 -2.2205  0.711
N 3.8834 -2.5007 -0.5802  0.016
N 3.3145 -1.3289 -0.3712  -0.155
C 4.1096 -0.3609 0.0583  -0.066
C 3.7453 0.9940 0.0687  -0.119
C 4.6457 1.9393 0.6367  -0.032
C 4.4132 3.2736 0.5371  -0.044
C 3.2744 3.7501 -0.1796  -0.032
C 2.3984 2.8972 -0.7623  0.001
C 2.5711 1.4800 -0.6480  -0.327
O 1.7465 0.6971 -1.2002  -0.189
H 3.2039 -5.0653 -2.3537  0.106
H 4.5616 -4.7002 -1.3316  0.120
H 5.1222 -0.6502 0.3325  0.138
H 5.5282 1.5699 1.1442  0.120
H 5.0981 3.9824 0.9809  0.114
H 3.1140 4.8179 -0.2537  0.120
H 1.5299 3.2452 -1.3039  0.117
C -0.2287 -2.3350 3.5878  0.025
C 0.0321 -2.1843 2.1285  -0.260
N 0.9884 -1.4302 1.6602  -0.153
O 1.6922 -0.6884 2.5961  -0.022
C -0.7508 -2.8862 1.1547  -0.275
C -1.8130 -3.8749 1.4905  0.007
N -0.5035 -2.5461 -0.1087  -0.343
O -1.1554 -2.9357 -1.0742  -0.092
H 0.1097 -1.4684 4.1457  0.089
H 0.2944 -3.2154 3.9683  0.112
H -1.2951 -2.4865 3.7444  0.091
H 2.5902 -0.6331 2.2370  0.098
H -1.4829 -4.5435 2.2851  0.092
H -2.0552 -4.4633 0.6094  0.090
H -2.7242 -3.3705 1.8201  0.084
C -1.4381 -1.2667 -3.7364  -0.237
Ge -1.4010 0.4835 -2.8784  0.719
C -0.0570 1.6106 -3.7357  -0.230
C -3.1636 1.3456 -2.9423  -0.231
Ge -0.9589 0.2988 -0.4673  0.942
C -2.4847 -0.3672 0.5599  -0.336
C -2.6482 -0.0281 1.9047  -0.107
C -3.7826 -0.4165 2.6024  -0.074
C -4.7842 -1.1324 1.9563  -0.075
C -4.6388 -1.4707 0.6188  -0.071
C -3.4916 -1.0991 -0.0692  -0.126
C -0.4668 1.9749 0.4270  -0.340
C -1.0180 3.1198 -0.1509  -0.118
C -0.7877 4.3784 0.3889  -0.069
C 0.0086 4.5126 1.5158  -0.076
C 0.5623 3.3831 2.1010  -0.073
C 0.3228 2.1257 1.5619  -0.121
H -1.5181 -1.1326 -4.8157  0.031
H -2.2755 -1.8714 -3.3928  0.019
H -0.5224 -1.8161 -3.5241  -0.040
H -0.2482 1.6225 -4.8097  0.028
H 0.9426 1.2191 -3.5591  0.010
H -0.1059 2.6372 -3.3717  0.017
H -3.5329 1.3042 -3.9681  0.029
H -3.1001 2.3934 -2.6498  0.012
H -3.8862 0.8482 -2.2963  0.012
H -1.9020 0.5761 2.4094  0.098
H -3.9006 -0.1364 3.6413  0.109
H -5.6795 -1.4178 2.4930  0.110
H -5.4182 -2.0233 0.1103  0.112
H -3.3875 -1.3864 -1.1098  0.090
H -1.6407 3.0434 -1.0368  0.080
H -1.2309 5.2519 -0.0715  0.111
H 0.1900 5.4916 1.9397  0.109
H 1.1794 3.4790 2.9857  0.111
H 0.7635 1.2701 2.0422  0.077

Output
Net charge   +1
LUMO energy (alpha / beta)   -3.97 / -5.34 eV
<S²>   0.82
Spin multiplicity   2
Gap between HOMO and LUMO (alpha / beta)   0.254 / 0.213 hartree

Which formula does entry 3 have?
C27H33Ge2N5O3PtS

Look up the spin multiplicity of the second one.
1

Among the records above, which one has the highest net charge?
C27H33AuIN8